Density functional theory data (ωB97M-V with the def2-TZVPD basis set) for an isolated ion of composition C16H27Si and charge +1 in a non-equilibrium geometry.

## Properties
**Net charge**: +1
**Highest occupied orbital energy**: -11.924 eV
**Max |F|**: 4.00 eV/Å
**Relative energy (zero: lowest compared OMol25 entry of this formula, charge and spin)**: 44.83 kcal per mole

CARTESIAN COORDINATES (ANGSTROEM)
C (-2.044, -0.859, 0.914)
C (-0.827, -0.509, -0.050)
C (0.337, -1.189, 0.617)
C (1.468, -1.763, -0.019)
Si (3.132, -1.413, 0.926)
C (4.707, -1.848, -0.037)
C (3.044, 0.464, 1.216)
C (3.242, -2.338, 2.576)
H (-2.989, -0.309, 0.762)
H (-2.293, -1.908, 0.899)
H (-1.756, -0.670, 1.984)
H (-0.970, -0.785, -1.103)
H (0.211, -1.598, 1.666)
H (1.497, -2.881, -0.075)
H (1.650, -1.412, -1.068)
H (5.592, -1.367, 0.411)
H (4.904, -2.931, -0.047)
H (4.649, -1.504, -1.081)
H (3.813, 0.807, 1.921)
H (3.176, 1.013, 0.268)
H (2.057, 0.719, 1.637)
H (3.993, -1.859, 3.225)
H (2.282, -2.321, 3.110)
H (3.545, -3.385, 2.435)
C (0.221, 1.506, -1.311)
C (-0.848, 0.930, -0.357)
C (-0.808, 1.576, 1.023)
C (-2.244, 1.132, -1.039)
C (-3.396, 1.412, -0.320)
C (-4.629, 1.654, -0.982)
C (-4.675, 1.650, -2.365)
C (-3.527, 1.357, -3.093)
C (-2.313, 1.077, -2.411)
H (0.318, 0.971, -2.304)
H (0.111, 2.583, -1.566)
H (1.199, 1.359, -0.797)
H (-1.612, 1.172, 1.725)
H (0.170, 1.247, 1.390)
H (-0.909, 2.675, 1.009)
H (-3.411, 1.426, 0.789)
H (-5.475, 1.998, -0.401)
H (-5.636, 1.820, -2.894)
H (-3.510, 1.473, -4.162)
H (-1.443, 0.831, -3.021)

Density functional theory data (ωB97M-V with the def2-TZVPD basis set) for a 8-piece molecular cluster, C16H28Br8N4 overall in a non-equilibrium geometry.

## Properties
**Highest occupied orbital energy**: -10.363 eV
**Max |F|**: 6.88 eV/Å
**SMILES string**: BrCCBr.BrCCBr.BrCCBr.BrCCBr.CC#N.CC#N.CC#N.CC#N
**Relative energy (zero: lowest compared OMol25 entry of this formula, charge and spin)**: 0.42 kcal per mole

CARTESIAN COORDINATES (ANGSTROEM)
Br (-5.106, -2.032, -3.928)
C (-5.084, -2.309, -1.916)
C (-3.788, -2.937, -1.492)
Br (-3.500, -2.867, 0.505)
H (-5.944, -2.836, -1.504)
H (-5.313, -1.317, -1.524)
H (-3.013, -2.238, -1.808)
H (-3.623, -3.968, -1.807)
Br (2.809, -6.325, 2.064)
C (2.483, -4.797, 0.809)
C (3.759, -3.968, 0.798)
Br (3.404, -2.340, -0.358)
H (1.574, -4.270, 1.099)
H (2.276, -5.334, -0.116)
H (4.611, -4.517, 0.397)
H (3.969, -3.767, 1.848)
Br (3.953, 1.466, -0.108)
C (2.760, 2.792, 0.819)
C (3.307, 2.934, 2.200)
Br (2.198, 4.053, 3.321)
H (1.737, 2.414, 0.835)
H (2.854, 3.730, 0.273)
H (4.262, 3.456, 2.135)
H (3.443, 1.995, 2.737)
Br (0.323, -0.192, 2.539)
C (-0.606, -0.351, 0.798)
C (0.358, -0.674, -0.391)
Br (-0.763, -0.576, -1.981)
H (-1.050, 0.617, 0.568)
H (-1.374, -1.124, 0.799)
H (0.679, -1.705, -0.238)
H (1.165, 0.057, -0.449)
C (-2.759, 1.810, -3.404)
C (-1.933, 1.593, -4.590)
N (-1.277, 1.378, -5.504)
H (-1.977, 2.017, -2.673)
H (-3.252, 0.856, -3.214)
H (-3.532, 2.566, -3.543)
C (2.280, -0.766, 5.241)
C (3.657, -0.285, 5.071)
N (4.749, 0.102, 4.979)
H (2.056, -0.752, 6.308)
H (2.240, -1.769, 4.817)
H (1.542, -0.141, 4.739)
C (-3.353, 3.039, -0.107)
C (-3.885, 1.717, -0.203)
N (-4.327, 0.709, -0.206)
H (-4.096, 3.783, 0.181)
H (-3.104, 3.419, -1.098)
H (-2.396, 3.053, 0.415)
C (1.364, 2.317, -2.765)
C (0.559, 2.744, -1.610)
N (-0.120, 2.985, -0.696)
H (0.895, 2.577, -3.714)
H (1.546, 1.244, -2.700)
H (2.364, 2.736, -2.651)

Density functional theory data (ωB97M-V with the def2-TZVPD basis set) for a 3-piece molecular cluster, C16H28ClN3O4PS overall in a non-equilibrium geometry.

## Properties
**Net charge**: +1
**Highest occupied orbital energy**: -11.509 eV
**Max |F|**: 1.83 eV/Å

CARTESIAN COORDINATES (ANGSTROEM)
C (3.177, -2.828, -4.558)
C (2.105, -2.000, -3.854)
C (1.630, -2.707, -2.557)
C (2.396, -2.201, -1.331)
C (0.132, -2.713, -2.455)
C (-0.624, -3.590, -3.133)
O (-0.255, -4.585, -3.987)
C (-0.436, -4.268, -5.248)
N (-0.636, -4.051, -6.356)
N (-1.949, -3.354, -2.818)
Cl (-3.233, -4.243, -3.438)
C (-2.034, -2.345, -1.965)
C (-3.325, -1.865, -1.376)
O (-3.340, -0.475, -1.286)
C (-4.205, 0.019, -0.240)
N (-0.763, -1.923, -1.738)
P (-0.326, -0.585, -0.653)
S (-0.127, -1.102, 1.179)
H (4.065, -2.908, -3.934)
H (3.449, -2.398, -5.515)
H (2.825, -3.844, -4.721)
H (1.260, -1.920, -4.536)
H (2.506, -1.019, -3.617)
H (1.896, -3.756, -2.667)
H (3.419, -2.556, -1.394)
H (2.461, -1.116, -1.355)
H (1.948, -2.487, -0.385)
H (-3.428, -2.323, -0.387)
H (-4.139, -2.223, -2.007)
H (-4.508, 1.014, -0.533)
H (-3.675, 0.041, 0.711)
H (-5.090, -0.605, -0.143)
H (-1.368, 0.297, -0.859)
H (0.795, -0.022, -1.268)
C (-0.830, 1.699, 3.596)
C (-2.254, 1.989, 3.201)
O (-2.838, 1.316, 2.374)
C (-2.920, 3.163, 3.870)
H (-0.507, 0.826, 3.036)
H (-0.197, 2.554, 3.366)
H (-0.760, 1.498, 4.665)
H (-2.358, 4.075, 3.664)
H (-2.943, 3.013, 4.950)
H (-3.936, 3.272, 3.500)
C (3.686, 4.133, 5.037)
C (2.396, 4.401, 4.305)
O (1.417, 3.708, 4.471)
C (2.384, 5.576, 3.358)
H (3.567, 3.268, 5.685)
H (4.490, 3.943, 4.324)
H (3.961, 5.000, 5.640)
H (3.139, 5.439, 2.582)
H (2.611, 6.495, 3.900)
H (1.403, 5.665, 2.896)

Density functional theory data (ωB97M-V with the def2-TZVPD basis set) for C16H28FInNO6 as an isolated structure in a non-equilibrium geometry.

## Properties
**Net charge**: -1
**Highest occupied orbital energy**: -4.229 eV
**Max |F|**: 1.48 eV/Å
**Relative energy (zero: lowest compared OMol25 entry of this formula, charge and spin)**: 0.00 kcal per mole

CARTESIAN COORDINATES (ANGSTROEM)
C (0.312, 4.645, 0.327)
C (-0.945, 3.844, 0.662)
C (-1.747, 3.423, -0.576)
F (-3.012, 4.046, -0.550)
In (-1.823, 1.173, -0.738)
C (0.203, 0.615, -1.562)
C (1.033, -0.227, -0.811)
C (2.288, -0.562, -1.305)
C (2.657, -0.038, -2.537)
C (1.779, 0.779, -3.228)
N (0.569, 1.109, -2.762)
H (0.046, 5.504, -0.287)
H (0.793, 4.986, 1.240)
H (1.005, 4.050, -0.262)
H (-1.598, 4.427, 1.313)
H (-0.633, 2.971, 1.233)
H (-1.195, 3.765, -1.452)
H (-3.077, 0.785, -1.952)
H (-2.107, 0.406, 0.838)
H (0.714, -0.617, 0.142)
H (2.968, -1.194, -0.752)
H (3.628, -0.260, -2.959)
H (2.060, 1.190, -4.188)
C (1.787, 2.568, 6.629)
C (0.673, 2.211, 5.666)
O (1.116, 2.234, 4.307)
C (1.817, 1.170, 3.915)
O (2.082, 0.209, 4.592)
O (2.150, 1.345, 2.642)
C (2.939, 0.297, 2.077)
H (2.231, 3.526, 6.356)
H (1.399, 2.637, 7.646)
H (2.574, 1.816, 6.610)
H (-0.123, 2.951, 5.717)
H (0.240, 1.238, 5.898)
H (2.466, -0.671, 2.224)
H (3.937, 0.300, 2.517)
H (3.011, 0.505, 1.018)
C (-2.915, -6.306, -1.897)
C (-3.164, -5.979, -3.355)
O (-3.173, -4.569, -3.590)
C (-1.964, -3.994, -3.648)
O (-0.912, -4.578, -3.567)
O (-2.134, -2.698, -3.837)
C (-0.922, -1.928, -3.870)
H (-3.634, -5.785, -1.264)
H (-3.010, -7.380, -1.729)
H (-1.917, -5.996, -1.594)
H (-4.153, -6.323, -3.655)
H (-2.431, -6.460, -4.003)
H (-0.228, -2.339, -4.601)
H (-0.464, -1.903, -2.884)
H (-1.195, -0.917, -4.154)

Density functional theory data (ωB97M-V with the def2-TZVPD basis set) for C16H28IrNO3PS2SbSe4Si as an isolated structure.

## Properties
**Net charge**: -2
**Highest occupied orbital energy**: -1.467 eV
**Max |F|**: 0.56 eV/Å
**Relative energy (zero: lowest compared OMol25 entry of this formula, charge and spin)**: 41.59 kcal per mole

CARTESIAN COORDINATES (ANGSTROEM)
Ir (0.715, 0.184, -0.497)
C (1.227, -2.588, 5.287)
C (-0.014, -2.040, 4.603)
C (-0.537, -2.960, 3.513)
O (0.233, -0.695, 4.155)
P (0.912, -0.228, 2.762)
S (2.462, -1.245, 2.174)
S (-0.624, -0.149, 1.437)
O (1.396, 1.230, 3.156)
C (0.734, 2.301, 3.867)
C (-0.775, 2.344, 3.724)
C (1.177, 2.230, 5.319)
H (1.004, -3.559, 5.737)
H (1.558, -1.905, 6.072)
H (2.034, -2.701, 4.564)
H (-0.801, -1.909, 5.351)
H (0.217, -3.118, 2.742)
H (-1.424, -2.541, 3.042)
H (-0.793, -3.923, 3.962)
H (1.148, 3.196, 3.397)
H (-1.242, 1.464, 4.168)
H (-1.070, 2.417, 2.680)
H (-1.133, 3.234, 4.248)
H (0.769, 1.334, 5.790)
H (0.820, 3.108, 5.861)
H (2.265, 2.194, 5.382)
Se (1.017, 5.804, -1.724)
Sb (-0.190, 3.760, -2.208)
Se (0.472, 2.439, 0.018)
Se (0.497, 2.399, -4.109)
Se (-2.615, 3.842, -2.019)
C (3.622, 1.019, -3.669)
Si (2.784, -0.581, -3.203)
C (4.104, -1.911, -2.975)
C (1.658, -1.173, -4.584)
O (2.015, -0.461, -1.782)
H (4.165, 0.925, -4.615)
H (4.330, 1.317, -2.893)
H (2.875, 1.808, -3.775)
H (4.669, -2.073, -3.898)
H (3.645, -2.860, -2.684)
H (4.805, -1.624, -2.188)
H (2.207, -1.274, -5.525)
H (0.843, -0.461, -4.732)
H (1.227, -2.147, -4.333)
N (-0.777, -0.295, -1.619)
C (-1.797, -0.372, -2.135)
C (-3.084, -0.373, -2.764)
C (-3.468, 0.752, -3.491)
C (-4.725, 0.765, -4.077)
C (-5.575, -0.322, -3.942)
C (-5.183, -1.439, -3.212)
C (-3.934, -1.468, -2.617)
H (-2.788, 1.595, -3.572)
H (-5.037, 1.641, -4.630)
H (-6.557, -0.300, -4.400)
H (-5.852, -2.283, -3.103)
H (-3.612, -2.323, -2.036)

Density functional theory data (ωB97M-V with the def2-TZVPD basis set) for one molecule with the formula C16H28N6O in a non-equilibrium geometry.

## Properties
**Highest occupied orbital energy**: -8.405 eV
**Max |F|**: 1.68 eV/Å
**SMILES string**: CC(C)[C@@H](c1nnnn1C1CCCC1)N1CCC(C(N)=O)CC1
**Relative energy (zero: lowest compared OMol25 entry of this formula, charge and spin)**: 0.00 kcal per mole

CARTESIAN COORDINATES (ANGSTROEM)
C (-2.661, -3.044, 0.246)
C (-2.346, -1.954, -0.770)
C (-3.499, -0.960, -0.889)
C (-1.022, -1.217, -0.429)
C (-1.186, -0.400, 0.803)
N (-1.549, -0.826, 1.995)
N (-1.610, 0.238, 2.781)
N (-1.310, 1.292, 2.149)
N (-1.029, 0.949, 0.888)
C (-0.647, 1.944, -0.073)
C (0.529, 2.800, 0.420)
C (0.355, 4.164, -0.269)
C (-1.002, 4.112, -0.992)
C (-1.756, 2.969, -0.321)
N (0.068, -2.191, -0.385)
C (0.749, -2.409, 0.871)
C (1.795, -1.334, 1.199)
C (2.801, -1.185, 0.048)
C (3.684, 0.017, 0.351)
N (4.794, -0.266, 1.067)
O (3.408, 1.147, 0.011)
C (2.053, -0.976, -1.270)
C (1.017, -2.085, -1.472)
H (-1.851, -3.766, 0.274)
H (-2.780, -2.615, 1.237)
H (-3.580, -3.556, -0.031)
H (-2.183, -2.426, -1.745)
H (-3.262, -0.168, -1.599)
H (-4.397, -1.467, -1.232)
H (-3.717, -0.508, 0.077)
H (-0.833, -0.516, -1.254)
H (-0.391, 1.437, -1.009)
H (0.442, 2.905, 1.502)
H (1.492, 2.343, 0.195)
H (1.163, 4.355, -0.972)
H (0.363, 4.963, 0.471)
H (-1.542, 5.054, -0.923)
H (-0.857, 3.882, -2.049)
H (-2.567, 2.574, -0.932)
H (-2.159, 3.285, 0.642)
H (1.250, -3.381, 0.796)
H (0.009, -2.466, 1.670)
H (1.306, -0.371, 1.361)
H (2.312, -1.600, 2.124)
H (3.412, -2.092, -0.017)
H (5.006, -1.194, 1.386)
H (5.391, 0.491, 1.357)
H (1.567, 0.001, -1.239)
H (2.760, -0.969, -2.102)
H (1.533, -3.049, -1.544)
H (0.471, -1.932, -2.407)

Density functional theory data (ωB97M-V with the def2-TZVPD basis set) for C16H28NO3 as an isolated structure in a non-equilibrium geometry.

## Properties
**Net charge**: +1
**Highest occupied orbital energy**: -10.897 eV
**Max |F|**: 15.19 eV/Å
**Relative energy (zero: lowest compared OMol25 entry of this formula, charge and spin)**: 385.73 kcal per mole

CARTESIAN COORDINATES (ANGSTROEM)
C (5.065, -1.992, 1.617)
H (5.384, -1.874, 2.518)
C (3.398, -2.202, 1.648)
C (2.944, -2.357, 0.200)
H (3.421, -3.285, -0.438)
H (3.312, -1.459, -0.392)
O (1.739, -2.462, 0.348)
C (0.679, -1.801, 0.622)
C (-0.532, -2.322, 1.022)
C (-1.626, -1.380, 1.379)
C (-1.495, -0.161, 1.605)
C (-0.190, 0.337, 1.116)
C (0.900, -0.255, 0.504)
O (1.998, 0.219, 0.416)
C (2.341, 1.498, 0.520)
H (1.843, 2.343, 0.075)
H (2.232, 1.963, 1.588)
H (3.463, 1.785, 0.404)
H (-0.252, 1.515, 1.119)
C (-2.575, 0.925, 1.894)
H (-3.350, 0.265, 2.257)
H (-2.164, 1.716, 2.599)
N (-3.224, 1.452, 0.649)
H (-3.660, 2.383, 0.958)
C (-4.151, 0.303, -0.334)
C (-3.299, -0.177, -1.326)
H (-2.400, -0.709, -0.938)
H (-3.992, -0.938, -1.803)
C (-2.390, 0.805, -2.213)
H (-3.205, 1.477, -2.800)
H (-2.030, 0.040, -2.990)
O (-1.546, 1.449, -1.649)
C (-0.686, 2.285, -2.311)
C (0.558, 1.472, -3.006)
H (1.293, 2.099, -3.387)
H (0.817, 0.767, -1.968)
H (0.072, 0.633, -3.800)
H (-0.213, 3.209, -1.463)
H (-1.184, 2.776, -3.103)
H (-4.733, 1.133, -0.619)
H (-4.578, 0.072, 0.412)
H (-2.275, 1.818, 0.132)
H (-2.441, -1.860, 1.732)
H (-0.542, -3.212, 0.979)
H (3.217, -1.431, 2.131)
H (3.200, -2.964, 2.170)
H (5.518, -2.842, 1.069)
H (5.341, -1.056, 0.853)

Density functional theory data (ωB97M-V with the def2-TZVPD basis set) for a 2-piece molecular cluster, C16H29ClFN3O4S overall in a non-equilibrium geometry.

## Properties
**Highest occupied orbital energy**: -5.595 eV
**Max |F|**: 18.44 eV/Å

CARTESIAN COORDINATES (ANGSTROEM)
C (-0.646, 3.103, -1.968)
C (0.909, 3.578, -2.215)
C (1.962, 2.294, -2.420)
C (1.479, 4.666, -1.130)
C (1.036, 6.169, -1.668)
C (1.082, 4.369, 0.432)
O (2.269, 4.131, 1.314)
N (2.758, 2.912, 1.025)
C (4.268, 2.888, 0.937)
C (5.053, 3.472, 2.251)
O (4.484, 3.916, 3.384)
Cl (6.940, 3.476, 2.156)
S (2.113, 1.655, 2.052)
O (1.392, 0.528, 1.232)
O (3.147, 0.967, 2.976)
F (0.852, 2.368, 3.030)
H (-1.334, 4.022, -1.643)
H (-1.098, 2.535, -2.894)
H (-0.609, 2.308, -1.081)
H (0.915, 4.130, -3.273)
H (2.047, 2.110, -3.593)
H (3.050, 2.558, -2.036)
H (1.558, 1.295, -1.965)
H (2.670, 4.620, -1.184)
H (1.312, 6.270, -2.825)
H (1.512, 7.048, -1.058)
H (-0.154, 6.185, -1.639)
H (0.372, 3.456, 0.604)
H (0.580, 5.360, 0.870)
H (4.679, 1.814, 0.618)
H (4.561, 3.601, 0.026)
C (-0.985, -3.474, 0.558)
C (0.427, -4.003, 0.328)
C (1.449, -3.416, 1.304)
C (1.505, -1.906, 1.142)
N (1.551, -0.653, 1.008)
H (-1.043, -2.393, 0.401)
H (-1.685, -3.942, -0.142)
H (-1.325, -3.694, 1.577)
H (0.726, -3.778, -0.704)
H (0.419, -5.094, 0.430)
H (2.441, -3.836, 1.106)
H (1.177, -3.658, 2.337)
C (-5.831, -4.797, 1.000)
C (-5.916, -5.335, -0.425)
C (-5.160, -6.652, -0.609)
C (-3.687, -6.447, -0.296)
N (-2.464, -6.276, -0.036)
H (-4.800, -4.565, 1.283)
H (-6.409, -3.872, 1.091)
H (-6.232, -5.522, 1.717)
H (-5.520, -4.579, -1.114)
H (-6.969, -5.488, -0.685)
H (-5.262, -7.003, -1.642)
H (-5.565, -7.425, 0.053)

Density functional theory data (ωB97M-V with the def2-TZVPD basis set) for C16H29ClN2P2Pd as an isolated structure.

## Properties
**Net charge**: +2
**Highest occupied orbital energy (spin up / spin down)**: -13.894 / -15.136 eV
**2S+1**: 3
**Max |F|**: 0.34 eV/Å

CARTESIAN COORDINATES (ANGSTROEM)
Pd (-0.272, 0.184, 0.054)
C (3.015, -1.216, 1.263)
P (2.205, 0.032, 0.234)
C (2.934, -0.140, -1.419)
C (2.760, 1.662, 0.850)
C (2.041, 2.784, 0.103)
P (0.217, 2.601, 0.162)
C (-0.373, 3.951, -0.900)
C (-0.253, 3.061, 1.856)
H (4.096, -1.065, 1.248)
H (2.791, -2.210, 0.877)
H (2.660, -1.152, 2.291)
H (4.008, 0.053, -1.378)
H (2.476, 0.548, -2.129)
H (2.776, -1.157, -1.780)
H (3.844, 1.750, 0.734)
H (2.550, 1.708, 1.922)
H (2.337, 2.803, -0.950)
H (2.300, 3.762, 0.520)
H (0.045, 4.892, -0.537)
H (-1.457, 4.030, -0.891)
H (-0.044, 3.791, -1.926)
H (0.199, 4.015, 2.130)
H (0.068, 2.302, 2.572)
H (-1.336, 3.154, 1.925)
Cl (-5.475, -2.376, 0.507)
C (-4.654, -0.884, 0.278)
C (-5.347, 0.308, 0.125)
C (-4.609, 1.465, -0.057)
C (-3.229, 1.391, -0.080)
N (-2.559, 0.243, 0.068)
C (-3.266, -0.876, 0.244)
H (-6.427, 0.324, 0.148)
H (-5.100, 2.419, -0.184)
H (-2.634, 2.283, -0.233)
H (-2.719, -1.798, 0.364)
C (-1.349, -5.002, -1.516)
C (-0.648, -4.694, -0.185)
C (-1.514, -5.128, 1.008)
C (0.739, -5.349, -0.127)
C (-0.470, -3.242, -0.102)
N (-0.348, -2.099, -0.049)
H (-1.468, -6.081, -1.596)
H (-0.763, -4.660, -2.367)
H (-2.339, -4.548, -1.559)
H (-1.616, -6.211, 0.980)
H (-2.511, -4.693, 0.955)
H (-1.056, -4.855, 1.958)
H (0.611, -6.427, -0.197)
H (1.244, -5.129, 0.813)
H (1.366, -5.027, -0.957)